{
  "formula": "C22H67Ag2N15O12",
  "method": "the ωB97M-V functional and the def2-TZVPD basis",
  "elements": ["Ag", "Ag", "O", "O", "O", "O", "O", "O", "O", "O", "O", "O", "O", "O", "N", "N", "N", "N", "N", "N", "N", "N", "N", "N", "N", "N", "N", "N", "N", "C", "C", "C", "C", "C", "C", "C", "C", "C", "C", "C", "C", "C", "C", "C", "C", "C", "C", "C", "C", "C", "C", "H", "H", "H", "H", "H", "H", "H", "H", "H", "H", "H", "H", "H", "H", "H", "H", "H", "H", "H", "H", "H", "H", "H", "H", "H", "H", "H", "H", "H", "H", "H", "H", "H", "H", "H", "H", "H", "H", "H", "H", "H", "H", "H", "H", "H", "H", "H", "H", "H", "H", "H", "H", "H", "H", "H", "H", "H", "H", "H", "H", "H", "H", "H", "H", "H", "H", "H"],
  "positions_angstrom": [[2.5119, -0.7371, -5.6298], [3.3398, -2.7980, -1.4073], [2.1258, -4.5560, -4.9316], [6.7107, 2.3106, -2.4139], [5.5491, -0.4700, 5.9823], [-0.7398, -1.4520, 5.6964], [0.5566, 5.0498, 5.4921], [-5.3332, -6.8502, 0.5312], [0.5245, 6.8723, -3.9343], [-6.2736, 2.9218, -6.6528], [-5.1463, 1.3579, 2.8797], [3.3046, -6.5027, 0.0436], [-0.4257, -2.3311, -0.7492], [1.5842, 0.1950, -2.2330], [-7.1965, 0.8312, 2.1684], [1.8750, 5.1015, -3.4141], [2.8659, -8.5824, 0.6007], [-1.0646, -1.2361, 3.5072], [-1.0696, 3.9179, 2.3469], [3.9491, -1.0267, 2.6838], [-7.5660, 1.3869, -3.5767], [-3.6586, -5.5887, 1.3117], [0.6580, -6.0973, -4.2839], [-0.3176, -3.0783, 4.1766], [-5.6128, -0.2667, 1.3613], [-0.2419, 5.0346, -3.0919], [1.2339, -7.2281, 0.3350], [-4.1004, -5.4827, -0.7488], [1.8206, -6.3836, -6.0871], [1.6377, -5.6551, -5.0445], [1.1705, 4.9061, 2.3556], [-4.4529, -6.0066, 0.4089], [-6.8134, 2.2368, -4.4869], [-5.3179, 1.9468, -4.0851], [0.7621, 3.8214, 6.1628], [-0.3297, 5.0561, 4.3203], [0.7388, 5.7509, -3.4907], [8.3895, 3.8344, -1.5614], [-5.8648, 2.6621, -7.9156], [5.1218, 0.0788, 7.2659], [5.0741, -0.9791, 3.6223], [4.6463, -0.2687, 4.8938], [0.1079, 4.1602, 3.1661], [6.8795, 3.5825, -1.8178], [-0.7510, -1.8684, 4.5426], [6.2415, -0.2744, 2.9244], [-7.1348, 2.1149, -5.9924], [-5.9449, 0.7282, 2.2172], [-0.6550, -1.1812, -1.5644], [0.3119, 0.1027, -1.6604], [2.5149, -7.3796, 0.2560], [1.8328, 4.1645, -3.0395], [-4.6750, -0.6394, 1.3193], [-6.9715, 3.2667, -4.1671], [-6.5794, 2.7283, -8.7360], [-5.1784, 0.8658, -4.0811], [3.8436, -8.7400, 0.4023], [5.7674, 2.1837, -2.2889], [-0.1317, 3.4985, 6.6967], [5.4389, -1.9863, 3.8239], [-1.1626, 5.4494, -3.0709], [2.1401, -9.2195, 0.8967], [-7.2425, 1.7392, -2.6871], [-7.6147, 1.7000, 2.4693], [-0.4483, 6.0612, 3.9155], [-6.3536, -0.7663, 0.8904], [1.5506, 4.4595, 1.4369], [-5.2258, 3.5054, -8.1773], [-4.5009, -5.6667, -1.6576], [6.4130, -0.7398, 1.9538], [0.1778, -3.6801, 4.8188], [-2.8802, -4.9690, 1.1381], [-3.3228, -4.8457, -0.6505], [0.0168, 4.0615, -3.0131], [-0.2631, 0.7560, -2.3167], [4.2097, -0.4016, 7.6200], [0.5293, -7.0983, -4.2461], [1.1294, 3.0523, 5.4833], [5.8401, -0.0897, 8.0683], [0.3572, -5.4603, -3.5601], [6.5965, 4.3681, -2.5184], [-5.2110, 2.1609, -3.0217], [1.5416, 3.9459, 6.9144], [-3.6863, -6.0876, 2.1895], [2.0788, 5.2170, 2.8718], [3.1390, -1.3074, 3.2177], [-7.1394, 0.4733, -3.6357], [7.0988, -0.2058, 3.5941], [-7.7922, 0.1397, 1.7360], [-1.3184, 4.7768, 4.6843], [-1.6732, -0.8214, -1.4165], [2.3322, -5.9608, -6.8484], [8.8959, 3.8535, -2.5264], [4.5052, 0.7886, 4.6691], [0.5250, -7.9474, 0.3508], [-0.3010, -3.1545, 3.1696], [3.6270, -0.5938, 5.1022], [8.8402, 3.0523, -0.9504], [0.8128, -6.3640, 0.0248], [2.7224, 5.6314, -3.5597], [0.8188, 5.8854, 2.0309], [-0.7448, -1.5092, -2.6000], [-4.5905, 2.3230, -4.8044], [0.3834, 0.7030, -0.7534], [3.6769, -0.0938, 2.4086], [8.5459, 4.7870, -1.0550], [4.9481, 1.1530, 7.2014], [-5.3017, 1.7548, -7.6972], [-1.5544, -0.3732, 3.6955], [-1.7769, 3.3804, 2.8275], [-6.8989, 1.0858, -6.2633], [0.4249, 3.2253, 3.6282], [1.4131, -7.3038, -6.1724], [-1.0845, -1.8082, 2.6750], [-8.2031, 2.1407, -6.2076], [6.2833, 3.6175, -0.9060], [6.0492, 0.7812, 2.7323], [-0.8741, 3.4162, 1.4924]],
  "forces_ev_per_a": [[-0.357, -0.057, 1.016], [-1.017, 0.532, 0.005], [1.181, 1.922, 0.565], [-0.389, 0.003, 0.064], [-0.241, 0.279, 0.764], [-0.270, 0.105, 0.132], [-0.051, 0.751, -1.194], [-0.237, 0.061, 0.529], [1.141, 0.883, -0.020], [-1.149, 3.527, 1.588], [0.243, 0.662, 0.231], [1.531, 2.036, -1.131], [0.540, 2.166, -1.066], [0.100, -1.755, 0.163], [-7.554, 2.375, 0.869], [3.189, -0.679, -0.208], [1.684, -2.973, 0.350], [-2.283, 4.133, -4.388], [-0.395, 0.288, -0.447], [-0.212, -0.326, 0.264], [-0.864, 0.211, -0.346], [3.007, 1.100, 5.718], [-1.597, -0.900, 2.405], [0.608, -2.492, -0.118], [1.776, -1.753, -1.199], [-3.396, -3.147, 1.673], [-5.902, 2.032, -0.531], [0.921, 1.761, -2.988], [1.662, -2.865, -3.961], [-0.932, 2.340, 0.458], [0.682, 0.549, -0.397], [-3.007, -2.966, -2.924], [1.557, 0.372, 0.515], [-0.808, -0.625, -1.248], [-0.075, 0.136, -0.310], [0.125, -0.540, 1.308], [-0.400, 3.713, -1.812], [-0.795, -0.355, 0.031], [1.296, 0.124, -0.602], [-0.289, -0.284, -0.930], [0.839, 0.817, -0.610], [-0.091, 0.040, 0.684], [0.078, 0.219, 0.190], [1.805, 0.542, 0.132], [2.106, -1.993, 5.540], [-0.211, 0.451, 0.379], [0.133, -2.548, 1.605], [5.213, -1.544, -0.391], [0.645, -2.590, 0.948], [0.537, 1.153, -1.404], [0.873, 0.555, 0.607], [0.910, 0.396, 0.017], [-0.287, 0.117, 0.116], [-0.359, 0.183, -0.274], [-0.650, -0.953, 0.200], [-0.037, -0.339, -0.359], [-0.290, -0.928, 0.525], [-0.120, -0.692, -0.355], [-0.239, -0.219, -0.157], [-0.410, -0.178, 0.227], [0.167, -0.640, -0.114], [0.969, -0.413, -0.139], [-0.478, -0.217, 0.540], [-0.134, -0.362, 0.213], [0.413, 0.233, 0.524], [0.636, -0.014, -0.008], [-0.346, -0.635, 0.013], [0.628, -0.262, 0.088], [-0.092, -0.036, 0.599], [0.463, -0.130, 0.220], [-0.129, 0.168, -0.433], [-0.269, -0.233, 0.191], [-0.267, 0.066, -1.140], [-1.542, -0.063, 0.446], [-0.994, 0.051, -0.220], [-0.280, -0.056, -0.272], [-0.484, 0.398, 0.477], [-0.202, -0.243, 0.027], [0.496, -0.195, -0.593], [0.043, -0.561, 0.260], [-0.525, 0.139, 0.052], [0.480, 0.798, -0.244], [0.008, 0.397, -0.071], [0.051, 0.378, -0.024], [-0.047, -0.554, 0.721], [-0.347, -0.543, -0.056], [-0.186, -0.414, -0.012], [0.273, -0.608, -0.253], [0.172, 0.507, 0.142], [-0.221, -0.330, -0.085], [-0.125, 0.837, 0.724], [0.066, -0.512, 0.192], [0.072, 0.025, 0.046], [0.333, 0.467, -0.008], [0.655, -0.284, 0.072], [0.812, -1.275, 0.528], [-0.131, -0.446, 0.634], [-0.108, -0.065, -0.006], [0.465, 0.175, 0.164], [-0.068, -0.561, 0.054], [-0.703, -0.049, -0.036], [0.584, -0.121, -0.832], [0.191, 0.548, 0.575], [-0.119, -0.619, 1.026], [0.340, 0.425, -0.260], [-0.070, 0.049, -0.082], [-0.024, 0.110, -0.167], [0.301, -0.598, -1.871], [-0.119, -0.035, -0.928], [-0.034, 0.016, 0.236], [0.196, -0.753, -0.074], [0.696, -0.103, -0.283], [0.139, 0.399, -0.353], [-0.651, 1.461, -0.532], [-0.235, 0.945, -0.059], [0.089, 0.329, 0.127], [-0.560, 0.142, -0.127], [0.284, 0.039, -0.058]],
  "mulliken_charge": [0.5725, 0.7184, -0.6722, -0.5180, -0.3505, -0.7118, -0.3383, -0.6859, -0.6838, -0.3320, -0.6445, -0.6449, -0.7256, -0.7097, -0.3667, -0.3564, -0.4105, -0.2443, -0.7125, -0.6262, -0.7749, -0.3353, -0.4054, -0.3829, -0.3626, -0.3317, -0.3887, -0.3156, -0.3803, 0.6647, -1.5055, 0.6773, 0.5183, -1.3330, -0.5926, -0.7589, 0.6976, -1.1147, -0.7796, -0.7202, 0.4353, -0.5906, 0.7458, -0.1286, 0.7152, -1.4685, -0.7615, 0.6741, -0.4837, -0.1458, 0.6225, 0.1512, 0.1780, 0.2657, 0.2617, 0.3619, 0.2351, 0.3066, 0.2851, 0.2758, 0.2068, 0.1756, 0.3039, 0.2273, 0.3403, 0.1282, 0.3624, 0.2082, 0.1829, 0.3434, 0.2115, 0.1595, 0.1112, 0.1289, 0.1216, 0.2994, 0.1917, 0.2381, 0.2628, 0.2303, 0.2061, 0.3786, 0.2457, 0.2056, 0.3427, 0.1835, 0.3131, 0.3706, 0.1684, 0.3514, 0.2347, 0.2128, 0.2875, 0.3306, 0.1934, 0.1266, 0.3596, 0.2960, 0.2094, 0.1931, 0.3646, 0.2123, 0.2892, 0.2104, 0.2681, 0.3475, 0.2931, 0.4291, 0.2203, 0.2166, 0.2750, 0.1883, 0.1535, 0.0704, 0.3727, 0.3162, 0.3360, 0.2250],
  "total_energy_ev": -78809.104,
  "de_lowest_ev": 13.7233,
  "gap_ev": 3.5,
  "lumo_ev": -3.0
}